Density functional theory data (wB97M-V/def2-TZVPD) for a molecular structure, C41H41AuClGeN6O4S.

Output
energy above the lowest of the compared OMol25 structures with the same formula, charge and spin = 14.0 kcal/mol
charge = +1
LUMO energy = -0.12324 Ha

Structure (XYZ):
```
96
C41H41AuClGeN6O4S, DFT wB97M-V/def2-TZVPD
Au 1.523 -0.641 -1.160
N 2.850 -1.811 -2.495
C 4.159 -1.222 -2.702
C 4.970 -1.616 -3.738
C 6.245 -1.054 -3.902
C 6.707 -0.127 -3.006
C 5.892 0.316 -1.945
C 6.306 1.276 -0.999
C 5.431 1.681 -0.027
C 4.136 1.150 -0.013
N 3.727 0.242 -0.868
C 4.579 -0.211 -1.814
H 2.939 -2.780 -2.205
H 2.333 -1.826 -3.362
H 4.614 -2.370 -4.429
H 6.861 -1.363 -4.735
H 7.706 0.280 -3.098
H 7.310 1.675 -1.057
H 5.710 2.410 0.721
H 3.408 1.469 0.717
Cl 0.008 -4.297 -6.797
C -0.391 -3.817 -5.191
C -1.491 -4.345 -4.534
C -1.743 -3.917 -3.244
C -0.882 -3.002 -2.655
N 0.172 -2.495 -3.280
C 0.405 -2.894 -4.530
H -2.126 -5.065 -5.032
H -2.607 -4.266 -2.698
H -1.053 -2.654 -1.646
H 1.253 -2.468 -5.059
C 0.206 0.594 -0.086
Ge 0.702 1.400 1.718
C -1.003 1.530 2.714
C -1.851 2.623 2.545
C -3.039 2.713 3.259
C -3.402 1.699 4.134
C -2.566 0.604 4.312
C -1.371 0.529 3.612
C 1.972 0.499 2.904
C 2.115 1.080 4.165
C 3.052 0.593 5.063
C 3.849 -0.487 4.709
C 3.698 -1.085 3.467
C 2.763 -0.593 2.566
C 1.383 3.195 1.272
C 0.692 4.023 0.391
C 1.150 5.301 0.106
C 2.317 5.764 0.696
C 3.025 4.944 1.562
C 2.558 3.671 1.851
H 0.131 1.461 -0.741
H -1.563 3.424 1.874
H -3.676 3.581 3.137
H -4.335 1.764 4.679
H -2.847 -0.188 4.994
H -0.713 -0.318 3.776
H 1.487 1.922 4.438
H 3.164 1.058 6.033
H 4.588 -0.864 5.404
H 4.315 -1.932 3.196
H 2.647 -1.056 1.591
H -0.225 3.675 -0.075
H 0.597 5.936 -0.575
H 2.677 6.761 0.478
H 3.942 5.296 2.017
H 3.101 3.036 2.542
C -5.341 -4.045 -0.686
C -6.022 -2.687 -0.781
S -5.066 -1.547 -1.804
O -5.584 -1.509 -3.144
O -3.652 -1.821 -1.677
C -5.401 0.101 -1.090
C -4.725 0.450 0.252
N -3.316 0.061 0.393
C -2.296 0.647 -0.255
N -1.143 0.062 0.099
C -1.425 -0.945 0.960
C -2.776 -0.973 1.148
N -3.438 -1.874 2.000
O -4.638 -1.764 2.203
O -2.746 -2.735 2.499
C -2.474 1.667 -1.310
H -5.693 -4.582 0.193
H -4.264 -3.909 -0.589
H -5.539 -4.653 -1.566
H -6.078 -2.221 0.200
H -7.006 -2.725 -1.244
H -6.484 0.123 -0.978
H -5.120 0.789 -1.886
H -5.245 -0.036 1.066
H -4.776 1.529 0.409
H -0.675 -1.572 1.406
H -3.262 2.370 -1.044
H -2.746 1.161 -2.239
H -1.561 2.228 -1.485
```

Charges obtained by Mulliken population analysis, quoted in units of e:
1. Au 0.30
2. N -0.41
3. C 0.04
4. C -0.33
5. C -0.81
6. C -0.88
7. C 1.01
8. C -0.64
9. C -1.50
10. C -0.67
11. N 0.00
12. C 0.07
13. H 0.35
14. H 0.17
15. H 0.48
16. H 0.39
17. H 0.42
18. H 0.44
19. H 0.48
20. H 0.94
21. Cl -0.21
22. C 0.14
23. C -0.45
24. C -0.46
25. C -0.03
26. N -0.07
27. C -0.37
28. H 0.44
29. H 0.37
30. H 0.22
31. H 0.45
32. C -1.41
33. Ge 3.60
34. C -0.74
35. C -0.07
36. C -0.84
37. C -0.63
38. C -0.74
39. C 0.03
40. C 0.19
41. C -0.74
42. C -0.71
43. C -0.62
44. C -0.68
45. C -0.12
46. C 0.03
47. C -0.04
48. C -0.86
49. C -0.60
50. C -0.79
51. C -0.41
52. H 0.50
53. H 0.41
54. H 0.49
55. H 0.42
56. H 0.47
57. H 0.44
58. H 0.49
59. H 0.43
60. H 0.40
61. H 0.44
62. H 0.24
63. H 0.07
64. H 0.43
65. H 0.39
66. H 0.44
67. H 0.43
68. C -1.14
69. C -0.50
70. S 1.09
71. O -0.71
72. O -0.45
73. C -1.11
74. C -1.12
75. N 1.16
76. C 0.71
77. N 0.88
78. C -0.99
79. C -0.51
80. N 1.48
81. O -0.71
82. O -0.68
83. C -2.33
84. H 0.39
85. H 0.19
86. H 0.36
87. H 0.35
88. H 0.51
89. H 0.57
90. H 0.38
91. H 0.63
92. H 0.53
93. H 0.48
94. H 0.42
95. H 0.28
96. H 0.64